# 1
# C41H40O8P2RuS2

A structure of composition C41H40O8P2RuS2 (the ωB97M-V functional and the def2-TZVPD basis, OMol25).

The geometry in XYZ format:
```
94
Properties=species:S:1:pos:R:3:mulliken_spin:R:1
O 9.7239 8.1301 6.9716 0.02
C 15.3518 12.9563 10.9319 0.00
C 6.2799 17.0022 11.0663 0.00
Ru 11.6432 10.6578 9.3405 4.21
C 7.3723 10.0094 15.2672 0.00
H 11.4271 17.1630 6.2815 0.00
H 8.6619 16.3341 12.1089 0.00
C 12.0737 7.8116 13.2874 0.00
H 5.3295 16.9727 10.5059 0.00
O 13.9349 10.0857 8.4722 0.09
H 8.8114 9.1333 16.5793 0.00
H 16.5201 9.2498 10.9838 0.00
C 13.1833 15.5183 14.2890 0.00
H 6.6158 15.0855 10.1871 0.00
C 12.6713 16.5183 13.4800 0.00
H 7.8839 10.7794 12.0227 0.00
H 12.2483 8.4537 14.1465 0.00
C 7.9942 16.2440 9.3060 0.00
H 17.1125 13.3778 9.7626 0.00
H 10.3416 7.8156 10.3259 0.00
H 14.8302 10.6867 4.8503 0.00
O 12.0105 12.2456 10.5380 0.05
H 11.5724 11.5672 13.7063 0.00
C 16.2050 10.2925 11.0024 0.00
H 10.6708 9.1980 15.0032 0.00
H 9.8097 16.5689 10.3757 0.00
O 10.2821 10.0899 10.7258 0.09
C 8.2118 16.4682 6.9024 0.00
C 11.5820 6.2168 11.0311 0.00
H 13.7184 13.4588 14.4866 0.00
H 11.7088 14.6354 10.7797 -0.01
H 12.1890 8.1946 2.7007 0.00
C 9.5773 16.5998 6.9979 0.00
C 13.2278 14.2136 13.8064 0.00
C 12.6574 13.8798 12.5928 0.01
H 7.7953 16.4757 5.8918 0.00
H 12.8624 10.2896 13.3316 0.00
S 10.6191 9.2270 7.2311 -0.02
H 6.7495 18.0063 10.9525 0.00
C 12.1766 16.2170 12.2388 0.00
H 11.8720 16.9978 11.5459 0.00
O 11.4984 8.9223 8.4703 0.21
C 7.2414 15.8611 10.5659 0.00
H 12.8558 4.8708 11.9284 0.00
H 10.0067 17.7662 5.2377 0.00
H 11.4644 5.6115 10.0996 0.00
H 10.6014 16.1154 5.1672 0.00
H 17.8383 10.9178 9.7414 0.00
O 10.0466 10.5102 7.4930 0.09
C 15.0330 10.6816 11.7013 0.00
C 7.2016 10.6579 14.0769 0.00
P 12.8325 12.2599 11.8659 0.04
C 14.5003 11.9706 11.4554 0.01
C 12.3985 5.7925 12.0588 0.00
C 11.2935 8.2826 12.2139 -0.01
O 14.6575 11.8059 6.8162 0.01
H 8.8199 14.5861 11.4556 0.00
C 7.4080 16.2792 8.0340 0.00
C 10.4282 16.9507 5.8246 0.00
C 13.9718 10.0617 4.8392 0.00
S 13.5939 11.0214 7.3533 -0.04
C 12.0638 10.9884 12.9066 -0.02
C 8.1617 10.6166 13.0865 0.01
C 16.5336 12.5838 10.2727 0.00
C 8.6260 9.6062 15.6221 0.00
H 12.7098 17.5631 13.8187 0.00
H 6.0624 16.8917 12.1650 0.00
H 7.4232 15.0660 12.5401 0.00
O 12.4288 11.8906 7.8401 0.17
H 14.2718 9.1047 2.9155 0.00
C 11.8203 9.4434 5.8745 0.02
C 12.3878 8.6759 3.6435 0.00
H 15.0425 13.9901 10.9296 0.00
H 14.4522 10.0556 12.3452 -0.01
C 10.1432 16.6013 8.2760 0.00
H 6.3735 16.0260 7.9745 0.00
C 9.4346 10.0727 13.4050 0.02
C 9.3630 16.4702 9.3956 0.00
H 10.4281 8.3021 4.6352 0.00
C 11.4492 8.7526 4.7012 0.00
C 13.6032 9.3195 3.7464 0.00
P 10.7360 9.9356 12.1612 0.01
C 9.6898 9.6251 14.7254 0.00
C 12.5866 6.5319 13.2011 0.00
C 13.0803 10.0569 5.9231 0.00
C 10.9930 7.4654 11.1028 -0.01
C 12.0746 14.8924 11.8121 0.02
H 6.5108 10.0068 15.8931 0.00
C 16.9364 11.2144 10.3157 0.00
H 11.2136 16.7034 8.3450 0.00
H 13.6131 15.6533 15.2776 0.00
H 13.2957 6.1505 13.9279 0.00
H 6.2562 11.1468 13.9554 0.00
C 8.1034 15.4248 11.7237 0.00
```

Output
* LUMO level (spin up / spin down): -2.661 / -4.722 eV
* F_max: 2.9 eV/A
* ⟨S²⟩: 8.76
* energy relative to the best compared isomer or geometry (same formula, charge and spin): 0.0 kcal/mol
* DFT total energy: -3761.96417 Ha
* multiplicity: 6
* total charge: +1



# 2
# C4H5N2

A cluster of 2 separate species, C4H5N2 in total (the ωB97M-V functional and the def2-TZVPD basis, OMol25).

The geometry in XYZ format:
```
11
Properties=species:S:1:pos:R:3:mulliken_charge:R:1
H -1.7399 0.0533 -1.5642 0.37
C 1.7837 -2.3713 0.2066 -0.15
N 1.0934 -1.5280 -0.4735 0.01
C -1.1626 0.4296 -0.7593 -0.60
H -0.9248 3.3103 0.5282 0.26
H 1.6521 -3.4150 0.2572 0.31
C 0.7531 -0.8264 -1.4131 0.09
C -1.3231 1.4395 -0.0343 0.47
N -1.2952 2.4703 0.7725 -0.31
H 2.5009 -1.8141 0.7362 0.28
H -1.3375 2.2517 1.7437 0.28
```

Output
* LUMO level (spin up / spin down): -7.088 / -6.360 eV
* F_max: 4.3 eV/A
* energy relative to the best compared isomer or geometry (same formula, charge and spin): 111.5 kcal/mol
* DFT total energy: -264.43766 Ha
* total charge: +1



# 3
# C21H20IN6O4PtS

A structure of composition C21H20IN6O4PtS (the ωB97M-V functional and the def2-TZVPD basis, OMol25).

The geometry in XYZ format:
```
54
Properties=species:S:1:pos:R:3:mulliken_spin:R:1
H -1.7787 4.9363 0.1729 0.00
H -3.5611 -0.3624 -2.0621 0.09
C -0.9972 2.9692 0.4993 0.05
C -1.4732 4.2105 0.9116 0.00
S 2.9980 -2.0074 1.4777 0.09
O -0.7575 2.1999 7.6933 0.00
C -0.8328 -1.2255 -4.2344 0.00
C 5.3870 -5.1664 1.5417 0.00
H 6.3185 -5.1628 0.9763 0.00
H -3.9995 -0.3886 -0.3278 0.00
Pt 0.1297 0.2397 0.5511 1.44
C -0.2967 1.4465 4.9800 0.00
H -4.6329 0.8702 -1.4764 0.06
O 1.0333 -1.0625 -0.2917 1.27
H -1.1255 -2.1629 -4.6842 0.00
H 5.5345 -5.7571 2.4455 0.00
C 0.7237 -0.8401 3.8376 -0.02
C -0.6578 2.2629 2.6764 0.08
C -0.1168 1.0468 -4.3778 0.00
C 4.2055 -5.6961 0.6959 0.00
O -2.6731 1.0529 -0.9866 0.87
H 5.4970 -3.1417 2.3811 0.00
H 4.5198 -5.9662 -0.3120 0.00
C -0.8320 2.7154 5.4281 0.00
H 0.1040 0.4817 6.8715 0.00
N 4.9599 -3.8112 1.8615 0.00
H -0.5271 -0.1944 -6.0851 0.00
C 3.7644 -3.4865 1.3415 0.00
O -1.5008 4.1262 7.1247 0.00
H 0.1576 1.9259 -4.9428 0.00
H -1.9341 5.4054 2.6267 0.00
C -0.7771 -1.0949 -2.8526 -0.01
C 0.6537 -0.7404 5.2288 0.00
C -3.7687 0.2612 -1.1762 -0.02
H -1.6073 4.6061 4.9639 0.00
H -0.9573 2.7158 -0.5506 -0.01
H 1.1868 -1.7052 3.3684 0.01
N -0.6030 2.0243 1.3495 -0.03
I -1.3023 -2.7500 -1.6847 0.02
C -1.1453 3.4765 3.1651 0.01
C -0.4963 -0.1285 -5.0057 0.00
N 0.3027 0.1152 3.0448 0.07
H 2.4221 -4.5211 0.1890 0.00
C 0.1519 0.3916 5.8017 0.00
N -0.4212 0.0179 -2.2420 0.09
C -0.0924 1.0693 -2.9968 -0.01
C -1.2209 3.6753 4.5743 0.00
C -1.5547 4.4619 2.2552 0.02
H 1.0136 -1.5500 5.8472 0.00
H 0.2128 1.9630 -2.4642 0.00
N -0.9946 3.0582 6.8709 0.00
C -0.2041 1.2426 3.5851 -0.06
N 3.2986 -4.5564 0.6763 0.00
H 3.7359 -6.5653 1.1557 0.00
```

Output
* LUMO level (spin up / spin down): -3.669 / -4.184 eV
* F_max: 1.1 eV/A
* ⟨S²⟩: 6.02
* energy relative to the best compared isomer or geometry (same formula, charge and spin): 0.0 kcal/mol
* DFT total energy: -2256.46559 Ha
* multiplicity: 5
* total charge: +1



# 4
# C39H60OP3PtSi

A structure of composition C39H60OP3PtSi (the ωB97M-V functional and the def2-TZVPD basis, OMol25).

The geometry in XYZ format:
```
105
Properties=species:S:1:pos:R:3:mulliken_spin:R:1
C -0.3122 2.3270 3.1667 0.05
C -3.2761 -2.0049 -0.3899 0.01
H 4.7819 0.7717 1.0429 0.00
H 3.3417 2.4792 2.3739 0.00
H 5.3178 2.0211 -2.7700 0.00
H 2.9581 4.7508 0.2457 0.00
H 2.2151 -3.0730 -0.5191 0.03
H -3.3828 4.9065 -1.8813 0.00
H 1.6277 -1.8434 2.3592 0.02
H 0.1858 -3.5613 -1.5472 -0.01
H 1.3057 -1.7626 -2.5203 0.00
H 5.1597 -0.9572 1.0815 0.00
C 2.3338 -2.1271 -2.4526 0.00
H 1.5781 4.0186 -0.5745 0.00
C -4.2117 -3.0669 -0.9502 0.02
H -4.2278 -0.1588 3.7232 0.00
H -3.9657 -0.1676 1.9727 0.00
H -2.5157 -4.9138 -1.9718 0.00
C -2.3335 4.9436 -0.0163 0.02
C -1.8331 2.2293 3.1527 -0.01
H -3.1908 -2.1656 0.6906 0.03
C 1.6062 1.3239 -1.9024 0.01
H 3.4409 4.2189 2.6167 0.00
H 0.0529 0.2160 3.4475 0.01
H -1.3361 -4.4213 -3.1955 0.00
C -2.0220 0.0161 -5.0993 0.00
H 4.7585 0.3190 -1.1120 0.00
C -2.1864 -1.7462 4.4897 0.00
C 2.7770 -2.2581 -0.9943 0.06
C -2.0143 3.2736 -1.6982 0.00
C 0.3013 1.1583 3.9369 0.02
C -3.8643 -0.7482 2.8849 0.00
C 1.6854 3.6085 1.5524 0.07
H -2.1893 0.5102 -6.0455 0.00
C 3.9601 0.8659 -1.5877 0.00
H -0.9050 1.6373 -4.2866 0.00
H 3.2100 -2.5833 2.0615 0.01
C 2.7089 -1.6774 2.3972 -0.01
H 2.9897 -1.4961 3.4327 0.00
C 3.2786 2.5369 -3.1607 0.00
H -1.5426 -2.6164 4.3940 0.00
C -1.3048 0.6514 -4.0994 -0.01
H -2.2051 1.9404 4.1358 0.00
H -1.6524 -1.0252 5.1060 0.00
H 4.8720 -1.8153 -1.3592 0.00
H -3.1135 -2.0139 4.9872 0.00
H -0.2538 -3.6502 0.8963 0.01
H -0.0703 1.1333 4.9591 0.00
C -1.4043 4.3095 0.7913 -0.01
C 3.0765 -0.4786 1.5225 0.08
H 2.5472 0.3995 1.9221 -0.04
C 1.9553 2.2807 -2.8474 -0.01
P 2.1761 -0.7187 -0.0950 0.24
C 4.2620 -2.5968 -0.9152 0.02
H -2.7483 -2.8463 -3.4892 0.00
C -0.7235 -4.3600 0.2122 0.04
H 0.0008 3.2687 3.6341 0.00
H -3.1165 -1.7439 -5.6334 0.00
C 2.7603 3.3686 2.6046 0.01
C -1.1067 0.0578 -2.8586 0.07
H -1.7034 -4.6228 0.6046 0.00
H 4.8920 -0.0787 2.5778 0.00
H -3.1299 0.1661 -0.2854 0.01
H -2.1485 1.4932 2.4145 0.02
C -1.6193 -1.2290 -2.6350 -0.05
H -1.1661 4.7340 1.7568 0.00
C 4.2836 1.8275 -2.5289 0.00
C -2.6504 4.4168 -1.2574 -0.01
C -1.0723 2.6281 -0.9055 0.07
C 2.3287 3.8637 0.1976 0.02
C -3.8301 -0.5996 -0.6351 0.00
H -4.4795 -1.6434 2.8179 0.00
C -2.4406 -1.1432 3.1391 0.01
Pt -0.1454 -0.3969 0.4157 0.54
H -0.1160 -5.2629 0.1915 0.00
H 1.1798 2.8441 -3.3450 0.00
C -0.7934 3.1358 0.3716 0.03
C 4.5682 -0.1716 1.5409 0.03
P 0.4028 2.2266 1.4313 0.02
H -4.7816 -0.4666 -0.1219 0.00
H 2.9511 3.0223 -0.0955 0.00
Si -0.2359 1.0227 -1.4521 0.25
H 2.4003 -3.0894 -2.9586 0.00
H -2.8142 5.8443 0.3282 0.00
H -2.2875 3.1788 2.8912 0.00
C -0.8321 -3.7582 -1.1894 0.05
H 4.5826 -2.7730 0.1080 0.00
C -1.4631 -4.7440 -2.1671 0.02
H 3.5257 3.2867 -3.8962 0.00
H -2.2537 2.8725 -2.6709 0.01
P -1.4899 -2.0063 -0.9749 0.26
H -4.0084 -0.4327 -1.6948 0.00
C 2.6293 0.6132 -1.2604 -0.02
H 4.4415 -3.5132 -1.4768 0.00
H 1.3845 1.2429 3.9746 0.00
H -0.9551 -5.7025 -2.0657 0.00
C -2.3319 -1.8653 -3.6480 -0.01
C -2.5403 -1.2453 -4.8690 0.00
H 2.3419 3.2689 3.6028 0.00
H -5.2135 -2.9167 -0.5471 0.00
H 1.1069 4.4957 1.8361 0.02
H -3.8885 -4.0623 -0.6606 0.00
H 2.9753 -1.4237 -2.9810 0.00
O -1.5384 -0.9753 2.3338 0.00
H -4.2817 -3.0056 -2.0329 0.00
```

Output
* LUMO level (spin up / spin down): -1.643 / -3.042 eV
* F_max: 1.3 eV/A
* ⟨S²⟩: 2.01
* DFT total energy: -3030.06290 Ha
* multiplicity: 3
* total charge: +1